(1)
Computed, not measured: C39H58Cl2FN4O6SbSiTi as an isolated structure at a distorted geometry, with ωB97M-V with the def2-TZVPD basis set.

Geometry as XYZ:
```
113
C39H58Cl2FN4O6SbSiTi ωB97M-V with the def2-TZVPD basis set
Ti 0.336 -2.602 -0.517
Cl 2.027 -9.323 3.168
C 1.607 -7.813 2.551
C 2.499 -7.033 1.842
C 2.138 -5.760 1.241
N 2.859 -5.381 0.138
C 2.401 -4.505 -0.809
O 2.443 -3.236 -0.698
C 1.486 -5.059 -1.802
C 1.548 -6.346 -2.392
C 0.498 -6.712 -3.250
C -0.467 -5.722 -3.541
C -0.466 -4.489 -2.884
N 0.479 -4.156 -1.992
C 0.881 -5.155 1.702
C -0.008 -5.970 2.448
C 0.289 -7.288 2.755
Cl -0.921 -8.222 3.577
N 0.649 -3.819 1.531
C 0.997 -3.087 2.661
O 1.187 -3.542 3.802
C 1.167 -1.649 2.408
C 1.517 -0.646 3.358
C 1.320 0.692 3.093
C 0.884 1.004 1.789
C 0.623 0.005 0.850
N 0.774 -1.308 1.117
H 3.497 -7.346 1.682
H 2.408 -6.912 -2.028
H 0.414 -7.713 -3.732
H -1.323 -6.112 -4.109
H -1.108 -3.697 -3.150
H -0.963 -5.536 2.866
H 2.023 -0.936 4.330
H 1.629 1.415 3.814
H 0.843 2.011 1.376
H 0.356 0.284 -0.192
F -1.358 -2.869 -0.328
C -2.849 -0.960 -3.027
C -2.097 -0.596 -4.303
C -2.318 0.718 -4.896
C -2.143 -1.646 -5.342
O -0.676 -0.586 -3.911
Si 0.519 -0.185 -2.909
O 0.529 -1.304 -1.683
O 0.385 1.284 -2.184
C 0.645 2.705 -2.380
C -0.774 3.405 -2.315
C 1.223 2.871 -3.740
C 1.536 3.287 -1.280
O 2.017 -0.350 -3.334
C 2.835 -0.925 -4.456
C 3.364 -2.213 -3.958
C 2.007 -0.958 -5.686
C 3.959 0.102 -4.481
H -3.837 -0.420 -2.995
H -2.289 -0.705 -2.127
H -3.080 -2.028 -2.947
H -3.281 0.704 -5.473
H -1.569 0.971 -5.572
H -2.440 1.540 -4.201
H -3.158 -1.698 -5.823
H -1.927 -2.655 -5.015
H -1.449 -1.426 -6.137
H -1.354 3.243 -3.249
H -0.548 4.497 -2.178
H -1.301 3.040 -1.426
H 0.663 2.452 -4.649
H 2.222 2.380 -3.718
H 1.473 3.987 -3.922
H 0.963 3.195 -0.337
H 1.754 4.353 -1.390
H 2.416 2.649 -1.094
H 2.507 -2.980 -3.818
H 3.915 -2.240 -3.025
H 4.108 -2.739 -4.659
H 1.048 -1.549 -5.529
H 2.623 -1.431 -6.514
H 1.836 0.051 -6.054
H 4.473 0.118 -3.487
H 3.616 1.104 -4.757
H 4.728 -0.356 -5.126
C -0.876 2.895 7.153
C -1.923 3.591 6.275
C -2.191 5.001 6.693
Sb -1.034 3.683 4.153
C -0.511 5.799 3.548
C 0.825 6.115 4.234
C -1.574 6.774 3.987
C -2.897 3.315 3.002
C -2.693 2.032 2.271
C -4.199 3.594 3.786
H -1.160 3.071 8.191
H 0.101 3.288 6.905
H -0.913 1.793 7.022
H -2.884 3.079 6.157
H -1.252 5.637 6.774
H -2.614 4.998 7.687
H -2.858 5.636 6.079
H -0.457 5.667 2.439
H 1.680 5.517 3.876
H 0.789 5.953 5.306
H 0.977 7.214 4.169
H -1.633 6.838 5.090
H -2.578 6.430 3.603
H -1.329 7.781 3.628
H -2.732 4.186 2.390
H -1.902 1.370 2.612
H -2.387 2.152 1.203
H -3.566 1.392 2.365
H -4.495 2.810 4.433
H -4.982 3.725 3.018
H -4.171 4.491 4.386
```

Summary:
- <S²>: 0.756
- 2S+1: 2
- Energy relative to the best compared isomer or geometry (same formula, charge and spin): 63.2 kcal per mole
- DFT total energy: -4591.04691 a.u.
- Total charge: -1
- HOMO (alpha / beta): -0.11007 / -0.11906 hartree


(2)
Computed, not measured: C39H59BrCsN4O9PS as an isolated structure at a distorted geometry, with ωB97M-V with the def2-TZVPD basis set.

Geometry as XYZ:
```
115
C39H59BrCsN4O9PS ωB97M-V with the def2-TZVPD basis set
Cs 1.503 0.697 1.069
C -2.173 3.300 -0.149
O -3.597 3.296 -0.129
C -4.182 3.440 -1.397
C -3.763 2.382 -2.400
O -4.028 1.118 -1.843
C -3.661 0.008 -2.644
C -2.300 0.115 -3.301
O -1.325 0.333 -2.325
C -0.077 0.729 -2.874
H -1.793 4.189 -0.668
H -1.776 2.405 -0.639
H -1.829 3.317 0.883
H -3.941 4.425 -1.828
H -5.262 3.388 -1.237
H -2.699 2.489 -2.630
H -4.328 2.539 -3.333
H -4.408 -0.144 -3.439
H -3.679 -0.851 -1.972
H -2.292 0.923 -4.049
H -2.104 -0.824 -3.842
H 0.186 0.120 -3.745
H 0.687 0.573 -2.119
H -0.109 1.787 -3.169
O 4.111 -5.967 2.233
C 3.198 -4.967 2.070
C 3.398 -3.913 1.195
C 2.418 -2.944 1.104
N 1.293 -2.966 1.831
C 1.140 -3.982 2.642
Br -0.477 -4.008 3.669
C 2.031 -5.025 2.821
H 4.874 -5.767 1.679
H 4.296 -3.813 0.597
H 2.567 -2.109 0.437
H 1.844 -5.834 3.510
C 1.550 -2.862 -2.795
N 0.453 -3.009 -3.741
C 0.869 -2.626 -5.070
C -0.099 -4.346 -3.760
C -0.548 -4.862 -2.399
N -1.315 -3.912 -1.635
C -2.493 -3.442 -2.328
C -1.632 -4.422 -0.319
H 2.381 -3.554 -3.024
H 1.201 -3.050 -1.781
H 1.964 -1.854 -2.821
H 1.655 -3.292 -5.476
H 1.271 -1.613 -5.054
H 0.016 -2.656 -5.755
H 0.639 -5.076 -4.156
H -0.944 -4.353 -4.457
H 0.328 -5.140 -1.806
H -1.118 -5.800 -2.574
H -3.171 -4.275 -2.608
H -2.199 -2.910 -3.234
H -3.036 -2.758 -1.678
H -2.266 -5.331 -0.365
H -2.160 -3.659 0.250
H -0.710 -4.680 0.207
C 3.117 2.848 -3.772
C 3.467 4.309 -3.496
C 3.013 5.140 -4.705
C 4.991 4.421 -3.343
C 2.806 4.837 -2.219
C 2.873 6.215 -1.943
C 2.330 6.763 -0.800
C 1.702 5.913 0.103
S 0.961 6.270 1.622
C 0.603 4.540 1.840
N 0.999 3.802 0.858
C 1.629 4.538 -0.138
C 2.185 3.999 -1.305
C -0.075 4.085 3.078
C -0.461 5.073 3.999
C -1.057 4.721 5.194
C -1.255 3.368 5.462
C -0.874 2.417 4.524
C -0.277 2.700 3.277
H 3.619 2.524 -4.688
H 2.040 2.724 -3.918
H 3.409 2.176 -2.966
H 3.480 4.751 -5.614
H 3.283 6.193 -4.615
H 1.929 5.077 -4.826
H 5.487 4.063 -4.250
H 5.331 3.810 -2.505
H 5.301 5.454 -3.166
H 3.377 6.874 -2.640
H 2.401 7.827 -0.608
H 2.168 2.924 -1.448
H -0.301 6.128 3.792
H -1.357 5.482 5.906
H -1.706 3.064 6.404
H -1.052 1.374 4.797
O 3.925 -1.091 -1.850
C 3.695 -0.097 -1.136
O 2.788 0.779 -1.340
C 4.508 0.077 0.168
O 5.591 0.676 0.123
O 3.933 -0.418 1.194
C -2.232 -0.017 2.332
P -3.727 -0.804 1.729
C -4.881 0.534 1.379
C -4.409 -1.618 3.201
O -3.567 -1.759 0.598
H -2.440 0.573 3.224
H -1.795 0.663 1.600
H -1.494 -0.785 2.573
H -5.007 1.180 2.249
H -5.842 0.103 1.093
H -4.499 1.130 0.549
H -4.524 -0.913 4.026
H -3.731 -2.418 3.501
H -5.378 -2.053 2.952
```

Summary:
- 2S+1: 1
- Energy relative to the best compared isomer or geometry (same formula, charge and spin): 0.0 kcal per mole
- DFT total energy: -5751.44666 a.u.
- Total charge: -2
- HOMO: -0.07288 hartree


(3)
Computed, not measured: a 24-piece molecular cluster, C39H59Cl69O2PS2 overall at a distorted geometry, with ωB97M-V with the def2-TZVPD basis set.

Geometry as XYZ:
```
172
C39H59Cl69O2PS2 ωB97M-V with the def2-TZVPD basis set
C 4.428 3.664 -3.130
C 3.738 3.814 -1.611
C 2.607 4.955 -1.481
P 0.798 4.387 -1.080
C -1.048 3.882 -0.801
C -2.041 4.324 -2.072
C -3.264 3.216 -2.204
S -2.922 2.036 -3.667
C 1.306 3.395 0.457
O 2.444 3.873 1.232
C 3.194 2.820 1.914
C 4.807 3.152 2.207
O 2.743 1.658 2.382
C 0.880 2.893 -2.271
S 1.107 3.576 -4.049
C 1.755 2.244 -5.190
C 2.734 3.023 -6.299
C 0.405 6.009 -0.156
C 0.210 6.052 1.421
C -0.998 7.187 1.715
C 1.533 6.772 2.156
H 4.042 2.659 -3.647
H 5.599 3.488 -2.982
H 4.270 4.610 -3.798
H 3.485 2.754 -1.137
H 4.672 4.172 -0.951
H 3.005 5.757 -0.690
H 2.590 5.553 -2.515
H 0.409 5.144 -2.283
H -1.173 2.727 -0.521
H -1.556 4.434 0.125
H -2.562 5.361 -1.801
H -1.485 4.380 -3.096
H -4.323 3.732 -2.344
H -3.317 2.542 -1.248
H -2.201 2.704 -4.675
H 1.604 2.285 0.128
H 0.309 3.218 1.092
H 5.089 4.136 1.593
H 4.968 3.386 3.365
H 5.525 2.309 1.832
H 1.646 2.061 -2.013
H -0.158 2.310 -2.380
H 2.375 1.457 -4.577
H 0.860 1.741 -5.773
H 1.990 3.567 -7.055
H 3.478 2.290 -6.833
H 3.270 3.903 -5.712
H 1.173 6.878 -0.452
H -0.616 6.416 -0.635
H -0.182 5.118 1.994
H -1.343 7.050 2.838
H -1.928 7.000 1.024
H -0.571 8.293 1.587
H 1.157 7.548 2.982
H 2.178 7.403 1.407
H 2.185 5.988 2.737
C -1.343 6.870 5.960
Cl 0.273 7.468 6.377
Cl -2.166 8.006 4.878
Cl -1.239 5.266 5.215
H -1.927 6.786 6.880
C -4.219 -0.722 -0.482
Cl -2.604 -0.124 -0.065
Cl -5.043 0.415 -1.564
Cl -4.116 -2.326 -1.227
H -4.803 -0.806 0.438
C -6.491 -0.955 3.441
Cl -6.732 0.743 2.999
Cl -8.047 -1.743 3.753
Cl -5.606 -1.811 2.166
H -5.896 -0.992 4.357
C -9.718 -1.394 0.280
Cl -10.883 -1.691 -1.021
Cl -9.475 -2.860 1.245
Cl -8.178 -0.822 -0.382
H -10.123 -0.616 0.933
C -3.688 -5.222 2.483
Cl -2.012 -5.364 3.040
Cl -3.755 -4.388 0.921
Cl -4.443 -6.820 2.368
H -4.244 -4.629 3.214
C 1.431 -5.037 0.788
Cl 0.059 -4.074 0.216
Cl 1.212 -5.485 2.488
Cl 1.637 -6.484 -0.215
H 2.337 -4.430 0.705
C -12.150 -1.318 4.359
Cl -10.782 -2.376 4.745
Cl -12.275 -1.076 2.608
Cl -13.658 -1.989 5.004
H -11.977 -0.346 4.829
C 4.734 -6.859 -2.826
Cl 6.313 -7.374 -2.209
Cl 4.629 -5.091 -2.870
Cl 4.443 -7.539 -4.436
H 3.961 -7.233 -2.150
C 6.487 -11.106 -1.583
Cl 8.025 -11.780 -2.147
Cl 5.153 -12.217 -1.936
Cl 6.561 -10.754 0.152
H 6.305 -10.169 -2.116
C 5.381 7.816 -2.929
Cl 5.947 6.472 -1.922
Cl 3.644 8.078 -2.699
Cl 6.287 9.293 -2.560
H 5.555 7.558 -3.977
C -12.516 -4.673 -2.563
Cl -12.757 -2.975 -3.005
Cl -14.072 -5.461 -2.250
Cl -11.631 -5.529 -3.837
H -11.921 -4.710 -1.646
C 10.446 9.939 -3.175
Cl 9.580 8.406 -3.373
Cl 10.683 10.726 -4.745
Cl 9.571 11.010 -2.068
H 11.428 9.727 -2.745
C -16.919 0.510 5.940
Cl -17.318 -0.092 7.558
Cl -15.197 0.912 5.833
Cl -17.357 -0.684 4.707
H -17.497 1.420 5.759
C -0.597 1.486 5.818
Cl -1.463 -0.047 5.620
Cl -0.360 2.273 4.248
Cl -1.473 2.557 6.925
H 0.385 1.274 6.249
C -2.772 -5.081 -3.435
Cl -1.404 -6.140 -3.049
Cl -2.897 -4.840 -5.186
Cl -4.280 -5.752 -2.790
H -2.599 -4.110 -2.965
C -7.129 3.350 6.410
Cl -5.453 3.207 6.967
Cl -7.197 4.183 4.848
Cl -7.885 1.751 6.295
H -7.686 3.942 7.140
C 7.366 0.630 -3.279
Cl 6.552 0.938 -1.736
Cl 7.741 -1.093 -3.451
Cl 6.367 1.188 -4.632
H 8.305 1.190 -3.290
C 13.441 6.299 -3.925
Cl 12.575 4.766 -4.123
Cl 13.678 7.086 -5.495
Cl 12.565 7.370 -2.818
H 14.423 6.087 -3.495
C 3.187 -8.925 -8.257
Cl 2.329 -7.690 -7.320
Cl 4.358 -8.172 -9.353
Cl 3.995 -10.074 -7.177
H 2.456 -9.472 -8.857
C -0.057 -4.982 6.131
Cl 1.385 -5.618 5.321
Cl 0.087 -5.162 7.888
Cl -0.315 -3.284 5.699
H -0.923 -5.559 5.796
C 4.762 -16.049 -1.351
Cl 6.300 -16.724 -1.915
Cl 3.428 -17.161 -1.704
Cl 4.836 -15.697 0.384
H 4.580 -15.113 -1.884
C 8.987 -7.314 -5.063
Cl 10.591 -6.610 -5.328
Cl 8.164 -7.586 -6.609
Cl 9.115 -8.828 -4.152
H 8.393 -6.608 -4.477
C -2.304 -4.117 10.926
Cl -3.170 -5.651 10.729
Cl -2.067 -3.330 9.357
Cl -3.180 -3.046 12.033
H -1.322 -4.329 11.357
```

Summary:
- 2S+1: 1
- Energy relative to the best compared isomer or geometry (same formula, charge and spin): 79.8 kcal per mole
- DFT total energy: -34562.36646 a.u.
- Total charge: -1
- HOMO: -0.16447 hartree